# 1
Below is a cluster of 3 separate species, C30H61N8O2P2 in total at a distorted geometry, with properties calculated with ωB97M-V with the def2-TZVPD basis set.

Positions of all 103 atoms, in Å:
C 8.871 -2.466 -0.036
C 8.471 -3.395 -1.187
C 7.533 -2.661 -2.188
C 8.347 -2.119 -3.376
C 6.432 -3.581 -2.665
C 6.745 -4.501 -3.625
N 5.842 -5.392 -4.071
C 4.590 -5.435 -3.600
C 3.643 -6.456 -4.097
C 3.123 -6.392 -5.390
C 2.253 -7.412 -5.742
C 1.957 -8.405 -4.820
N 2.410 -8.471 -3.567
C 3.243 -7.483 -3.252
C 4.216 -4.513 -2.653
C 5.109 -3.565 -2.154
C 4.695 -2.576 -1.081
C 4.915 -1.098 -1.504
C 3.203 -2.717 -0.697
C 2.918 -1.971 0.627
H 8.000 -1.956 0.375
H 9.402 -3.002 0.747
H 9.551 -1.692 -0.398
H 7.893 -4.211 -0.749
H 9.376 -3.740 -1.686
H 7.162 -1.783 -1.676
H 9.072 -1.396 -3.000
H 8.905 -2.894 -3.897
H 7.710 -1.562 -4.064
H 7.729 -4.586 -4.058
H 6.104 -6.077 -4.768
H 3.370 -5.610 -6.095
H 1.806 -7.442 -6.725
H 1.298 -9.208 -5.128
H 3.639 -7.493 -2.240
H 3.198 -4.566 -2.306
H 5.249 -2.837 -0.173
H 5.673 -0.659 -0.851
H 4.020 -0.509 -1.330
H 5.297 -0.988 -2.516
H 2.644 -2.252 -1.511
H 2.918 -3.757 -0.553
H 2.124 -2.494 1.154
H 3.832 -1.967 1.218
H 2.568 -0.959 0.431
O 0.686 1.611 0.668
P -0.074 2.681 1.386
N 1.161 3.771 1.816
C 1.126 4.668 2.951
C 1.790 4.413 0.669
N -0.596 1.772 2.780
C 0.274 1.675 3.944
C -1.077 0.446 2.410
N -1.412 3.802 1.467
C -2.291 3.870 2.632
C -2.228 3.782 0.225
H 0.459 5.529 2.800
H 2.132 5.053 3.129
H 0.835 4.164 3.866
H 1.167 5.223 0.260
H 1.969 3.688 -0.125
H 2.758 4.830 0.950
H 1.316 1.448 3.682
H -0.090 0.890 4.609
H 0.248 2.587 4.538
H -0.258 -0.264 2.239
H -1.672 0.488 1.495
H -1.721 0.056 3.201
H -2.899 2.974 2.772
H -2.966 4.717 2.487
H -1.741 4.075 3.548
H -2.810 2.858 0.126
H -1.577 3.869 -0.650
H -2.913 4.629 0.199
O -5.931 2.685 2.768
P -7.303 2.841 2.190
N -7.554 1.264 1.592
C -8.385 0.927 0.457
C -7.673 0.259 2.641
N -6.885 3.950 0.913
C -6.295 3.408 -0.299
C -6.061 5.060 1.376
N -8.993 3.312 2.230
C -9.578 4.129 1.178
C -9.392 3.847 3.549
H -9.461 0.983 0.677
H -8.161 -0.095 0.145
H -8.176 1.554 -0.406
H -8.667 0.276 3.114
H -6.924 0.423 3.415
H -7.502 -0.739 2.233
H -5.506 2.693 -0.029
H -5.855 4.213 -0.891
H -7.016 2.932 -0.963
H -5.011 4.773 1.502
H -6.416 5.437 2.337
H -6.118 5.883 0.660
H -9.186 5.148 1.143
H -10.654 4.180 1.365
H -9.456 3.668 0.200
H -8.961 4.837 3.741
H -9.058 3.175 4.344
H -10.477 3.921 3.622

Cartesian forces, eV/Å:
0.347 0.196 -0.422
-0.727 0.568 0.600
1.081 -0.194 -0.469
-0.113 0.480 0.363
-0.236 0.518 0.326
0.180 -0.285 -0.241
-0.145 -0.134 -0.015
-0.474 -0.073 0.050
0.181 0.221 -0.553
-0.149 -0.646 0.224
0.177 0.296 -0.091
-0.489 -0.587 -0.114
0.318 0.717 -0.680
0.172 -0.080 0.768
0.080 0.164 0.205
0.332 0.073 0.057
-1.101 -0.220 -0.372
0.826 -0.104 0.805
0.484 0.406 0.418
-0.111 -0.290 -0.778
-0.017 -0.134 0.185
-0.109 -0.036 0.083
-0.030 0.057 0.017
0.356 -0.341 -0.112
-0.156 -0.389 -0.076
-0.446 -0.177 0.049
0.105 -0.094 0.023
-0.027 0.010 -0.109
0.008 -0.174 -0.180
0.017 0.028 -0.031
0.107 0.016 0.001
0.071 0.095 0.085
-0.021 -0.039 -0.011
-0.042 -0.009 0.084
-0.017 -0.071 0.018
-0.032 0.078 0.005
0.362 0.140 -0.149
-0.022 0.158 -0.060
-0.121 -0.042 -0.326
-0.324 0.023 -0.153
-0.359 -0.389 -0.007
-0.021 -0.044 -0.149
0.042 0.103 0.218
-0.176 0.158 0.318
0.151 0.126 0.228
-1.508 0.996 -2.615
1.402 -0.382 5.470
0.457 -0.367 0.031
-0.462 0.326 0.051
-0.049 -0.192 -0.333
0.321 0.349 0.373
0.122 0.103 0.049
-0.140 0.017 -0.220
-0.444 -0.753 -2.972
-0.051 -0.215 0.328
0.346 0.164 0.018
-0.002 -0.015 -0.018
0.029 -0.012 -0.132
-0.107 0.021 -0.098
0.079 0.070 0.049
-0.058 -0.047 0.047
-0.041 0.025 0.114
0.001 -0.007 0.060
-0.048 -0.092 -0.130
0.048 -0.047 -0.027
-0.012 0.006 -0.055
0.007 -0.002 0.008
0.018 0.068 0.051
-0.016 0.014 0.029
0.096 0.028 -0.197
0.137 -0.172 -0.057
-0.106 0.066 0.020
0.005 -0.052 0.034
0.015 0.012 0.110
-1.387 0.525 3.098
1.143 -0.689 -5.574
0.411 -0.142 -0.242
-0.521 0.235 0.009
0.165 0.121 0.347
-0.694 -0.059 -0.742
0.295 -0.362 0.086
-0.182 0.069 0.372
0.587 0.515 2.863
0.077 0.143 -0.394
0.022 -0.287 0.128
0.010 0.008 0.005
0.034 -0.032 0.121
-0.060 0.097 0.105
-0.018 -0.101 -0.063
0.011 0.076 -0.044
-0.049 0.032 -0.110
0.069 -0.056 -0.374
0.053 0.079 0.147
-0.030 -0.063 0.167
-0.025 -0.016 0.063
0.019 -0.010 0.007
-0.043 -0.049 -0.055
0.022 -0.008 -0.026
0.032 -0.096 0.162
0.178 0.034 0.024
-0.110 0.043 0.010
0.023 0.026 -0.023
-0.006 -0.020 -0.084

Summary:
2S+1	1
E_tot	-66685.777	eV
total charge	+1
LUMO level	-3.61	eV
HOMO	-0.3489	Eh

# 2
Below is a structure of composition C25H38BN5O9Pb at a distorted geometry, with properties calculated with ωB97M-V with the def2-TZVPD basis set.

Positions of all 79 atoms, in Å:
Pb -0.455 -0.790 -0.528
O 5.805 2.756 -8.324
C 5.214 1.740 -8.039
O 3.926 1.660 -7.892
B 3.630 0.173 -7.616
O 4.919 -0.620 -7.726
C 5.898 0.351 -7.836
O 7.101 0.224 -7.900
O 2.527 -0.344 -8.419
C 1.531 -0.623 -7.680
O 0.423 -1.143 -8.026
C 1.923 -0.264 -6.240
O 3.154 0.016 -6.265
O 1.195 -0.416 -5.199
C -4.991 -3.354 1.259
O -4.083 -2.556 0.510
H -5.772 -3.906 0.736
H -4.335 -4.138 1.636
H -5.381 -2.944 2.190
C -9.028 3.847 -0.856
C -7.528 3.586 -0.666
C -7.129 2.219 -1.250
C -5.714 2.074 -1.620
N -4.600 2.031 -1.912
H -9.291 4.833 -0.474
H -9.668 3.178 -0.280
H -9.391 3.862 -1.884
H -7.247 3.651 0.385
H -6.949 4.358 -1.174
H -7.590 1.961 -2.203
H -7.359 1.384 -0.588
C 0.608 6.120 -4.931
C 1.517 6.571 -3.749
C 2.550 5.484 -3.327
C 1.853 4.361 -2.680
N 1.282 3.501 -2.159
H 1.236 5.561 -5.624
H 0.003 6.849 -5.470
H -0.125 5.437 -4.501
H 0.978 6.823 -2.836
H 1.961 7.538 -3.983
H 3.139 5.971 -2.549
H 3.388 5.190 -3.960
C 3.652 -6.531 1.269
C 4.947 -5.963 0.479
C 5.303 -4.459 0.802
C 4.465 -3.489 0.146
N 3.747 -2.715 -0.356
H 3.623 -7.621 1.248
H 2.719 -6.126 0.875
H 3.717 -6.222 2.312
H 4.863 -6.226 -0.576
H 5.799 -6.517 0.874
H 6.312 -4.300 0.421
H 5.378 -4.248 1.868
C 1.810 2.640 5.959
C 0.522 2.262 6.759
C -0.782 2.614 6.045
C -0.797 2.145 4.591
N -0.822 1.780 3.516
H 2.835 2.471 6.289
H 1.827 3.577 5.401
H 1.879 1.823 5.242
H 0.454 2.723 7.744
H 0.522 1.234 7.119
H -1.016 3.678 6.022
H -1.565 2.125 6.625
C -0.249 -6.075 5.809
C -0.934 -4.943 6.500
C -1.282 -3.663 5.686
C -0.364 -3.351 4.567
N 0.406 -3.170 3.689
H 0.620 -6.491 6.318
H 0.019 -5.827 4.781
H -0.980 -6.862 5.625
H -0.263 -4.714 7.328
H -1.829 -5.206 7.065
H -1.383 -2.808 6.354
H -2.277 -3.757 5.249

Cartesian forces, eV/Å:
-0.702 -0.283 0.148
-0.109 -0.835 0.303
1.367 1.293 -0.332
-0.995 -2.462 0.252
1.161 0.189 -0.405
0.480 2.724 -0.279
0.627 -0.514 -0.812
-1.909 -0.499 0.425
1.528 0.361 -1.862
-6.052 -2.175 -0.065
4.205 2.000 1.173
-4.529 -2.024 3.963
1.583 1.118 1.563
2.538 0.808 -3.637
2.907 -0.337 -0.012
-1.190 0.218 0.052
-0.299 0.555 -0.638
-0.089 -0.775 0.384
-0.362 0.829 -0.101
-0.228 0.561 0.551
-0.307 -0.208 -0.767
0.591 -0.637 -0.329
0.844 0.494 0.425
-0.532 -0.150 0.155
0.179 0.157 0.086
0.172 -0.343 -0.081
0.381 -0.310 -0.137
-0.072 -0.151 0.007
-0.063 0.046 -0.073
-0.714 0.392 0.041
-0.146 0.078 0.162
0.136 -0.662 1.132
-0.255 0.268 -0.945
0.022 1.087 1.042
-0.079 -0.751 -0.005
0.447 0.687 -0.360
-0.206 0.075 -0.216
0.497 0.429 0.226
-0.002 -0.345 -0.219
-0.466 -0.318 -0.068
0.714 -0.278 -0.222
-0.105 -0.046 0.539
-0.756 -0.328 -0.836
1.382 1.059 -0.667
-1.245 -0.415 1.911
0.560 -1.363 -0.772
-2.274 2.020 -1.051
1.364 -1.581 1.051
0.040 0.090 -0.194
0.066 -0.053 -0.137
0.034 -0.021 0.058
0.056 0.566 -0.031
0.033 -0.110 -0.101
0.119 0.083 -0.077
-0.362 -0.186 0.042
-0.141 -1.616 -0.806
1.178 1.020 0.887
0.179 -0.740 -1.267
-0.242 0.712 3.097
0.061 -0.539 -1.566
-0.295 0.449 1.534
-0.496 0.043 0.239
-0.454 0.212 -0.915
0.148 0.753 -0.058
0.138 -0.396 -0.882
0.279 0.031 0.079
-0.325 -0.020 -0.471
-0.875 -1.164 -1.551
0.560 1.172 1.362
-0.079 -0.289 -0.206
2.367 0.378 -2.067
-2.573 -0.442 2.685
-0.184 0.173 0.037
0.463 0.271 0.077
0.149 -0.419 0.258
0.102 0.825 -0.047
-0.237 -0.335 -0.444
0.315 0.082 -0.047
-0.028 -0.189 -0.191

Summary:
2S+1	1
E_tot	-58336.448	eV
LUMO level	-5.00	eV
HOMO	-0.3070	Eh

Q: Which value of 2S+1 does entry 1 give?
A: 1

Q: E_tot of number 2 (C25H38BN5O9Pb)?
A: -58336.448 eV

Q: Which of these has the highest E_tot?
A: C25H38BN5O9Pb